This record from the OMol25 dataset describes a cluster of 8 separate species, C8H16Cl16 in total in a non-equilibrium geometry. The level of theory is ωB97M-V/def2-TZVPD.

Results
ΔE to the lowest compared entry with this formula, charge and spin: 17.05 kcal/mol
Max |F|: 1.56 eV/Å
LUMO energy: 0.030 eV
Molecular weight: 679.464 g mol⁻¹
Energy: -208914.0766 eV
HOMO-LUMO gap: 0.3969 Ha
Charge: 0
Structure (SMILES): ClCCl.ClCCl.ClCCl.ClCCl.ClCCl.ClCCl.ClCCl.ClCCl

XYZ file:
```
40
Properties=species:S:1:pos:R:3:forces:R:3
C -3.4920 -1.5999 -1.7834 -0.2 0.1 0.2
Cl -2.4995 -2.3398 -0.4732 -0.4 0.1 -0.6
Cl -5.2083 -2.1356 -1.7310 0.8 0.2 0.0
H -3.4341 -0.5242 -1.6172 -0.2 -0.3 0.0
H -3.0981 -1.8368 -2.7717 0.1 -0.2 0.4
C 2.7482 2.2480 -3.3732 0.5 -0.2 -1.0
Cl 4.5025 2.7792 -3.4810 -1.4 -0.4 0.3
Cl 2.3516 1.2302 -1.9881 0.2 0.4 0.1
H 2.0935 3.1143 -3.4683 0.3 0.0 0.6
H 2.5451 1.6110 -4.2341 0.4 0.2 0.0
C -0.3145 0.2863 0.2281 -0.2 -0.7 -1.0
Cl 0.6647 1.2757 1.2458 0.5 0.6 0.7
Cl -1.6741 1.2083 -0.4978 0.3 -0.3 0.2
H 0.3132 -0.0579 -0.5939 -0.2 0.1 0.0
H -0.6635 -0.5873 0.7786 -0.3 0.4 -0.1
C 0.6274 -4.3919 -0.1307 -0.4 0.1 -0.3
Cl 0.1160 -6.0240 0.4089 0.2 0.8 -0.1
Cl 0.7205 -3.1595 1.1427 0.3 -0.3 0.3
H 1.5857 -4.4755 -0.6434 -0.1 0.0 0.3
H -0.1286 -3.9475 -0.7781 0.0 -0.7 -0.1
C -2.8690 -1.1092 4.6041 -0.3 0.1 0.1
Cl -2.6054 -2.3193 5.8635 0.0 0.1 0.1
Cl -1.5427 -1.1392 3.4107 -0.5 0.1 0.2
H -3.8456 -1.3290 4.1728 0.4 -0.1 -0.4
H -2.9314 -0.1189 5.0552 0.4 -0.2 0.0
C -1.5905 3.9981 2.0045 -0.4 -0.5 0.3
Cl -2.7568 2.6616 2.5375 1.0 1.1 -0.4
Cl -2.3931 5.5883 1.9672 0.2 -0.5 0.0
H -0.7558 4.0403 2.7042 -0.4 -0.1 0.1
H -1.1877 3.7476 1.0231 -0.5 0.0 0.1
C 4.3168 1.8023 1.9153 0.6 0.3 0.2
Cl 4.0601 3.5585 1.9835 -0.3 -0.2 -0.2
Cl 5.6578 1.4176 3.0762 -0.8 -0.3 -0.7
H 3.3929 1.2814 2.1665 0.3 0.1 0.3
H 4.6119 1.5446 0.8981 0.2 0.0 0.3
C 0.6190 -1.2829 -4.0595 0.3 0.1 0.6
Cl -0.7381 -0.1241 -4.0242 0.4 -0.5 -0.6
Cl 0.6165 -2.1409 -2.4709 0.4 0.3 -0.8
H 0.6505 -2.0356 -4.8473 -1.0 0.1 0.1
H 1.5350 -0.7142 -4.2195 -0.1 0.1 0.7
```
Positions in Å, forces in eV/Å.